{
  "formula": "C2H4N2S2",
  "method": "ωB97M-V/def2-TZVPD",
  "species": ["H", "S", "S", "C", "N", "H", "H", "C", "N", "H"],
  "positions_angstrom": [[1.4698, 1.5461, -3.1835], [-0.1197, -1.1820, -0.3027], [-0.9070, -0.4918, 2.5650], [0.7984, 0.0298, -1.4337], [0.3656, 1.2322, -1.5299], [1.6755, -0.6365, -1.8916], [-0.5524, 0.9529, 0.6482], [-0.5064, -0.1965, 0.9855], [1.2456, 2.0562, -2.2651], [0.8045, 2.8993, -2.5152]],
  "forces_ev_per_angstrom": [[-0.1, 1.1, 1.7], [1.1, -0.1, -1.5], [0.4, -0.3, -1.6], [-0.9, -1.7, 0.7], [2.1, -1.5, -0.3], [-1.6, 2.3, 0.6], [0.3, -2.6, 0.7], [-1.0, 4.0, 1.6], [0.6, -2.4, -1.8], [-0.9, 1.1, -0.1]],
  "mulliken_charge": [0.267, -0.061, -0.200, 0.056, -0.190, 0.280, 0.276, -0.147, -0.543, 0.260],
  "lumo_ev": -0.28,
  "gap_ev": 8.23,
  "multiplicity": 1,
  "smiles": "N/N=C/SC=S",
  "de_lowest_kj_mol": 324.5,
  "fmax_ev_per_a": 4.45
}

{
  "formula": "C4H12N3",
  "method": "ωB97M-V/def2-TZVPD",
  "species": ["H", "H", "C", "N", "C", "H", "H", "C", "H", "H", "H", "H", "H", "H", "C", "N", "N", "H", "H"],
  "positions_angstrom": [[0.5339, -2.7267, -1.1732], [1.9925, 1.0129, 1.3884], [0.8377, 1.7739, -0.1166], [0.0508, -0.8363, -0.4268], [-0.8943, 0.1507, -0.0247], [1.1353, 2.7488, 0.2757], [1.2076, -0.1480, 0.3956], [-0.2430, -2.1123, -0.6926], [0.0169, 1.1846, 1.7719], [-1.2905, 0.5239, -0.9995], [-2.3088, -2.0901, -0.2645], [-1.1908, 2.1195, 0.8650], [-1.6726, -0.3250, 0.5375], [-1.7372, -3.6023, -0.9401], [-0.3803, 1.4014, 0.7361], [1.8730, 0.8313, 0.4324], [-1.5131, -2.6734, -0.5026], [2.7214, 0.9241, -0.0544], [0.8616, 1.8428, -1.2076]],
  "forces_ev_per_angstrom": [[-0.5, 0.1, 0.6], [0.6, 0.6, 1.6], [0.8, 2.4, 2.5], [1.7, -2.8, 0.1], [-2.2, 0.0, -0.4], [0.3, 0.3, -0.6], [2.0, 0.5, -1.6], [-2.0, 2.4, 0.6], [-0.6, 0.1, -1.0], [-0.3, 0.0, 0.8], [0.4, -0.2, -0.1], [0.3, 0.1, -0.4], [-0.9, 0.0, 0.4], [0.5, 1.6, 0.8], [0.5, -1.8, -0.9], [-3.1, -1.4, -0.8], [1.7, -0.6, -1.3], [1.4, -0.6, -0.8], [-0.5, -0.7, 0.3]],
  "mulliken_charge": [0.351, 0.293, -0.562, -0.398, -0.475, 0.394, 0.389, 0.000, 0.328, 0.332, 0.197, 0.345, 0.426, 0.255, -0.864, -0.286, -0.375, 0.272, 0.376],
  "lumo_ev": -2.66,
  "gap_ev": 10.60,
  "total_charge": 1,
  "multiplicity": 1,
  "smiles": "N/C=N\\CCC[NH3+]",
  "de_lowest_kj_mol": 205.0,
  "fmax_ev_per_a": 3.54
}

{
  "formula": "C20H64N14O11",
  "method": "ωB97M-V/def2-TZVPD",
  "species": ["N", "N", "H", "H", "H", "C", "N", "N", "H", "H", "H", "O", "H", "H", "O", "H", "H", "N", "C", "C", "H", "H", "N", "C", "H", "H", "H", "H", "O", "N", "H", "O", "C", "N", "H", "N", "O", "H", "H", "H", "O", "H", "H", "H", "C", "C", "H", "O", "C", "O", "C", "H", "H", "H", "H", "C", "H", "H", "C", "H", "H", "H", "C", "H", "C", "H", "H", "H", "N", "H", "O", "H", "H", "H", "H", "H", "H", "O", "H", "H", "H", "N", "H", "C", "H", "H", "C", "H", "C", "H", "H", "H", "O", "H", "C", "N", "H", "N", "H", "H", "H", "H", "H", "C", "H", "C", "N", "C", "H"],
  "positions_angstrom": [[-0.1378, 3.9579, -5.0877], [5.8769, 0.3118, 7.0235], [1.2310, 1.5770, 3.3397], [-4.7434, -3.8253, -0.1095], [6.1032, -3.5906, 4.3842], [-1.9882, 4.0063, 1.0330], [-3.9191, 1.4850, 3.0802], [1.0752, 2.2567, 4.0703], [-5.1849, 1.2854, -4.4886], [-1.8704, -4.7251, 0.0837], [-1.1730, -3.0536, -9.6796], [-0.3435, 1.1999, 5.5662], [2.3877, 2.4095, -4.1801], [-0.5096, -3.3882, -8.2457], [-6.1341, 0.6514, -1.9661], [-1.4808, -3.5283, 4.7293], [-0.9111, 4.1591, 1.1011], [-1.3263, -2.9863, -8.6835], [0.6963, -0.4101, -0.7417], [4.5967, 0.1546, 6.8057], [4.5960, -0.4431, -0.0791], [5.7121, 0.3036, -1.3213], [1.5664, 2.6536, -4.7149], [-5.8819, 1.8941, -2.5831], [6.2259, 0.7433, 7.8674], [-2.2640, -2.0742, -6.4567], [-6.1790, 3.4958, 1.8012], [1.7520, -1.1794, 2.3318], [-3.6021, -2.3853, 0.7034], [0.6124, -3.1574, 5.6604], [-1.0444, -5.2389, 4.2708], [1.8736, -0.8984, 1.4219], [-5.9028, 2.7178, 2.5130], [7.0508, -3.2983, 4.5757], [-6.8356, 2.1235, -3.0582], [5.3333, -2.4475, -0.2596], [1.2130, -5.1009, 4.7848], [-0.0601, 0.3291, -1.0054], [1.6425, 0.1039, -0.9112], [7.5060, -3.7141, 5.3757], [0.9662, 4.1008, -3.1413], [-4.2193, 0.5941, 2.7113], [-3.8792, -1.6136, 0.2040], [-5.5681, 2.5894, -1.8045], [-2.9097, -4.6890, 0.4103], [-4.7991, 1.6373, -3.5317], [-4.0751, 4.0808, 3.7337], [0.1331, 0.5175, -8.2595], [0.3506, -4.2962, 5.0602], [4.1716, -0.4496, 5.8957], [0.5692, -0.7811, 0.8055], [-3.3833, -5.5916, 0.0242], [0.6523, -1.1802, -9.4675], [-0.1926, -0.1239, 1.2250], [4.5002, -2.2092, 0.2593], [0.7852, 3.5984, -4.2308], [6.5436, -0.0256, 6.3439], [-6.7333, 0.1789, -2.5485], [5.9806, -1.5823, -0.9204], [-4.1607, 2.3160, 1.2705], [-6.3571, 3.1070, 3.4241], [-0.7253, 4.7718, -4.9758], [-4.4577, 2.5519, 2.2923], [0.4212, -1.2508, -1.3786], [-3.6873, -3.5568, -0.1373], [5.6282, -3.4129, -0.2260], [-1.8516, -0.4474, -6.4285], [-2.9212, 1.5027, 2.9249], [5.3600, -0.4433, -0.7396], [1.1002, 3.9259, 5.5127], [8.9803, -2.5785, 3.6416], [0.1453, -1.7849, 0.8340], [-1.4746, 1.0804, -9.5892], [-0.4987, -1.6818, -6.2011], [-3.5048, -3.0822, -1.1014], [1.4749, 3.1776, 3.9594], [1.5814, -2.9907, 5.8913], [-2.3966, 4.0724, 2.4208], [-4.0399, 0.9661, -3.1304], [6.0364, -1.5927, 3.7177], [-2.2151, 3.0065, 0.6628], [3.8608, 0.5010, 7.8209], [1.4039, 2.2618, -5.6315], [0.4030, 2.0997, 5.2062], [-1.8264, -1.0366, -8.9093], [-4.1429, 4.8216, 2.1181], [-1.1703, -1.5949, -8.2415], [0.8991, -1.3925, -7.7844], [-3.8240, 3.9448, 2.6817], [7.3139, -0.6074, 2.9508], [-2.5750, 4.7261, 0.4623], [-4.2943, 2.5947, -3.6603], [6.9584, -1.7843, -1.6637], [-0.0131, -2.3644, 5.6654], [-0.4319, 1.2926, -9.3529], [6.9816, -1.4542, 3.3897], [0.1423, 3.3269, 6.8531], [0.5388, 3.1991, 5.9330], [-6.4268, 1.7873, 2.2947], [4.3093, 1.2288, 8.3587], [-0.1198, 3.5864, -6.0267], [0.1775, 1.3099, -10.2565], [-0.5605, 2.3131, -8.9921], [-1.4304, -1.4154, -6.7002], [-3.0453, -4.9041, 1.4702], [7.7838, -2.4301, 3.8394], [-0.8850, -4.3436, 4.7102], [0.2095, -0.9446, -8.4998], [2.8752, 0.4927, 7.6004]],
  "forces_ev_per_angstrom": [[-3.1, 1.2, -2.6], [4.1, 1.0, 0.2], [-0.3, 0.0, 0.4], [-0.2, -0.3, -0.3], [0.2, 0.4, 0.1], [-1.0, -0.5, 1.9], [0.9, -0.2, 1.0], [1.3, -0.1, -2.2], [0.3, -0.1, 0.0], [0.1, 0.1, 0.4], [0.0, 0.1, -0.2], [0.6, -0.8, -0.5], [-0.3, -0.1, -0.3], [0.1, -1.2, -0.1], [-0.7, -1.1, 1.3], [-0.2, -0.7, -0.2], [-0.2, 0.2, -0.6], [0.9, 0.6, 1.1], [-0.6, 0.3, 1.6], [1.1, -1.0, 0.9], [0.2, 1.1, -0.5], [-0.6, 0.4, 0.6], [1.9, -2.3, -0.8], [-0.8, -1.1, 0.7], [0.1, -0.2, -0.4], [0.3, -0.5, 0.3], [-0.6, -0.2, -0.4], [-0.1, -0.1, 0.1], [0.5, 0.1, 1.0], [2.0, 3.1, 2.1], [-1.1, 0.5, -0.3], [-0.6, 1.0, -0.4], [-1.9, 0.2, -1.4], [-0.5, -1.9, 1.8], [0.2, 1.1, -0.1], [-2.3, -6.3, 3.3], [0.6, -1.5, 0.1], [-0.1, 0.2, 0.3], [0.2, -0.6, -0.3], [0.0, -0.3, -0.6], [-0.2, 0.4, 1.0], [-0.3, -0.2, 0.0], [-0.1, -0.1, -0.1], [-0.4, 0.1, 0.0], [0.3, -1.4, -0.7], [1.4, 1.3, -1.3], [0.7, 0.2, 0.1], [-0.1, -1.0, -1.1], [2.6, 1.0, -0.2], [-1.9, -2.2, -4.7], [0.1, -1.1, -2.1], [0.2, -0.2, -0.5], [-0.3, 0.3, -0.4], [0.7, 0.4, 0.8], [0.3, -0.4, -0.1], [1.0, 0.9, 1.6], [-0.2, 0.1, 0.2], [0.0, -0.2, 0.2], [3.3, 0.8, -3.4], [-0.8, 0.5, -0.7], [1.0, -0.2, 0.6], [0.3, -0.3, 0.4], [1.5, 1.7, 0.5], [0.9, -0.1, 0.0], [-1.7, 2.3, 0.6], [0.0, 0.3, 0.0], [0.8, 0.3, -0.1], [0.4, -0.2, 0.4], [-0.1, 3.8, -0.6], [-0.3, 0.2, 0.9], [-0.4, 0.7, 0.3], [-0.3, 0.0, 0.1], [0.0, -0.9, -0.1], [-0.3, 0.2, 0.4], [0.6, -1.4, -0.6], [0.2, -0.6, -0.6], [-0.2, 0.2, -0.1], [0.0, -0.7, 0.8], [-0.3, -0.1, 0.1], [0.1, 1.1, -0.2], [0.2, -0.1, -0.3], [-2.1, 1.8, 2.7], [0.3, -0.1, 0.3], [-2.2, -1.2, 0.8], [-0.6, 0.3, 0.6], [-1.4, -0.3, -0.2], [-0.1, 1.5, -0.3], [0.3, 0.5, 0.3], [1.3, -0.6, -1.2], [-0.2, -0.5, -0.1], [0.4, 0.3, -0.3], [0.3, 0.1, -0.7], [-0.9, 0.4, 0.9], [0.2, -0.2, 0.1], [-0.1, 0.0, 1.1], [-0.7, 0.9, -0.6], [0.0, -0.2, -0.5], [0.8, 2.6, 1.6], [-0.2, 0.1, -0.2], [-1.1, 0.1, 0.4], [-0.1, 0.1, 0.3], [0.1, -0.3, 0.1], [0.7, 0.1, 0.2], [-1.2, -0.6, -1.7], [0.3, 0.9, 0.2], [1.3, -0.4, -0.6], [-3.8, -2.1, -1.6], [-0.4, 0.7, 0.2], [0.0, 0.4, 0.5]],
  "mulliken_charge": [-0.321, -0.363, 0.152, 0.219, 0.200, -0.602, -0.735, -0.309, 0.315, 0.287, 0.270, -0.676, 0.192, 0.262, -0.512, 0.198, 0.202, -0.744, -1.077, 0.564, 0.141, 0.197, -0.347, -0.249, 0.139, 0.412, 0.374, 0.233, -0.510, -0.380, 0.215, -0.452, -1.442, -0.424, 0.291, -0.305, -0.673, 0.306, 0.259, 0.181, -0.685, 0.270, 0.260, 0.194, -1.045, -0.869, 0.372, -0.219, 0.693, -0.584, 0.065, 0.371, 0.364, 0.175, 0.084, 0.681, 0.207, 0.285, 0.765, 0.095, 0.334, 0.221, 0.885, 0.317, -0.166, 0.194, 0.283, 0.240, -0.366, 0.115, -0.614, 0.177, 0.316, 0.315, 0.308, 0.120, 0.182, -0.343, 0.231, 0.108, 0.218, -0.461, 0.142, 0.816, 0.291, 0.395, 0.495, 0.333, -0.884, 0.198, 0.306, 0.314, -0.716, 0.169, -0.764, -0.335, 0.207, -0.425, 0.321, 0.204, 0.121, 0.320, 0.221, -1.347, 0.266, 0.697, -0.393, -0.808, 0.275],
  "lumo_ev": 0.12,
  "gap_ev": 9.22,
  "multiplicity": 1,
  "smiles": "COC[C@H](C)N.COC[C@H](C)N.NC(N)=O.NC(N)=O.NC(N)=O.NC(N)=O.NC(N)=O.NC(N)=O.CCO.CCO.CCO",
  "fmax_ev_per_a": 7.48
}

{
  "formula": "C33H36IrN6O7Si",
  "method": "ωB97M-V/def2-TZVPD",
  "species": ["H", "H", "C", "H", "C", "H", "C", "H", "C", "H", "C", "O", "N", "H", "C", "C", "N", "H", "C", "C", "C", "H", "H", "O", "H", "O", "H", "C", "Ir", "H", "C", "C", "H", "C", "C", "C", "H", "H", "C", "C", "H", "C", "N", "H", "O", "H", "C", "C", "C", "O", "O", "C", "H", "N", "Si", "C", "C", "H", "C", "H", "H", "C", "H", "C", "H", "H", "H", "C", "H", "H", "H", "N", "N", "C", "C", "H", "H", "C", "O", "H", "H", "C", "H", "H"],
  "positions_angstrom": [[0.9503, 5.1794, 2.1253], [4.8051, 1.9025, 4.2444], [-0.1668, -0.6385, -4.4175], [-5.6044, -1.6777, 1.4157], [1.4577, -2.0233, -2.6491], [-1.1902, -3.8488, 1.7882], [1.5756, 1.2973, 4.2377], [-3.4903, 1.3462, 2.9424], [4.3225, 0.9876, 1.6447], [5.1198, 0.6654, 2.3078], [0.5491, 2.4821, -2.2119], [-2.6341, -0.6592, -0.9482], [-2.5596, 0.4693, 1.3260], [0.9196, 3.2909, 0.5084], [-4.3466, -2.8053, -1.5166], [-1.6450, 3.3658, 3.3076], [-3.5480, -0.4133, 1.1551], [1.6664, 1.6405, 5.2655], [-0.7171, 4.3880, 3.2462], [1.3653, 3.1172, -3.1441], [-0.9312, 2.8568, -2.0974], [-0.8057, -0.1010, -5.1051], [0.9447, 3.8949, -3.7631], [-3.3585, -2.6222, -2.4109], [-6.9926, -4.8675, -1.0802], [-1.6389, 2.0624, -1.3928], [-0.7303, 5.1829, 3.9803], [-5.2605, -3.8309, -1.7601], [-0.7334, 0.5357, -0.0534], [1.0983, -1.1446, 2.2603], [-3.4854, -0.9696, -0.0590], [-4.4745, -2.0253, -0.3543], [-1.7839, -2.2005, 1.6127], [2.9639, 1.0784, 2.2982], [-0.4540, -0.6117, -3.0677], [4.0683, 1.1449, 4.5118], [4.5784, 1.9690, 1.2412], [4.5470, 0.1637, 4.4933], [2.6744, 2.6968, -3.2139], [-2.6342, 1.3280, 2.2743], [2.6179, -2.5592, -4.3577], [1.0344, -4.1430, -0.3886], [0.9919, 1.5055, -1.4339], [-7.2387, -3.4895, 0.9696], [3.2212, 3.2611, -5.2288], [1.0613, 0.3338, 4.2298], [-6.2883, -4.0723, -0.8729], [0.2205, 4.3892, 2.2229], [1.4987, -2.0019, 1.7223], [4.7675, 3.8778, -3.6472], [-1.2948, 3.8512, -2.6986], [2.2563, 1.0926, -1.5285], [0.5165, -4.4206, -1.3067], [0.0968, -1.2239, -0.7898], [0.3476, -2.5687, 0.3665], [3.7609, 3.4178, -4.0912], [-5.5235, -2.2905, 0.5297], [2.5420, 0.2940, -0.8579], [3.1444, 1.6536, -2.4224], [3.7501, 1.3390, 5.5328], [-5.1386, -4.4178, -2.6597], [-6.4290, -3.3002, 0.2790], [-1.3067, -0.0561, -2.7014], [0.1985, 3.3484, 1.3113], [2.1193, -2.5277, -1.9610], [0.9687, 2.0058, 3.6782], [-2.8529, -1.8320, -2.1109], [-1.3101, -3.0247, 1.0818], [1.6441, -2.8233, 2.4271], [-2.4034, 3.3394, 4.0781], [2.1060, -4.1173, -0.5851], [-0.6884, 2.3615, 1.3699], [2.9026, 1.2032, 3.6453], [-1.6163, 2.3651, 2.3391], [0.9351, -1.3399, -4.8938], [1.1609, -1.3473, -5.9512], [0.8621, -4.9421, 0.3363], [1.7474, -2.0254, -3.9994], [1.9380, 1.0646, 1.6251], [2.4743, -1.7210, 1.3202], [4.2552, 0.2958, 0.8076], [0.3495, -1.3143, -2.1467], [4.1688, 1.3170, -2.4788], [-1.9893, -3.3641, 0.2978]],
  "forces_ev_per_angstrom": [[0.0, 0.0, 0.0], [0.0, 0.0, 0.0], [0.1, 0.0, 0.0], [0.0, 0.0, 0.0], [0.0, 0.1, 0.1], [0.1, 0.0, 0.0], [-0.1, 0.0, 0.0], [0.0, 0.0, 0.0], [0.0, 0.0, 0.0], [0.0, 0.0, 0.0], [-0.1, -0.1, 0.0], [0.1, 0.2, 0.1], [0.2, 0.3, 0.0], [0.0, 0.0, 0.0], [0.0, 0.0, 0.0], [0.0, 0.0, 0.0], [-0.2, -0.2, -0.1], [0.0, 0.0, 0.0], [0.0, 0.0, 0.0], [0.0, 0.0, 0.1], [0.2, -0.1, 0.0], [0.0, 0.0, 0.0], [0.0, 0.0, 0.0], [0.0, -0.1, -0.1], [0.0, 0.0, 0.0], [0.1, -0.1, 0.2], [0.0, 0.0, 0.0], [0.0, 0.0, 0.0], [-0.3, -0.5, -0.3], [0.0, 0.0, 0.0], [0.0, 0.1, 0.2], [0.0, 0.0, 0.0], [-0.1, 0.0, 0.0], [0.0, 0.0, 0.1], [0.0, -0.1, 0.1], [0.1, 0.0, 0.0], [0.0, 0.0, 0.0], [0.0, 0.0, 0.0], [0.3, 0.1, 0.1], [-0.1, -0.2, 0.0], [0.0, 0.0, 0.0], [0.0, 0.1, 0.0], [0.0, 0.1, 0.1], [0.0, 0.0, 0.0], [0.1, 0.1, -0.5], [0.0, 0.0, 0.0], [0.0, 0.0, 0.0], [0.0, 0.0, 0.0], [0.0, 0.0, -0.1], [0.3, 0.1, 0.0], [-0.1, 0.2, -0.1], [0.0, 0.1, 0.0], [0.0, 0.0, -0.1], [0.1, 0.2, 0.3], [-0.1, -0.1, 0.1], [-0.6, -0.3, 0.4], [0.0, 0.0, 0.0], [0.0, 0.0, 0.0], [-0.1, -0.1, 0.1], [0.0, 0.0, 0.0], [0.0, 0.0, 0.0], [0.0, 0.0, 0.0], [0.0, 0.0, 0.0], [0.0, 0.0, 0.0], [0.0, 0.0, 0.0], [0.0, 0.0, 0.0], [0.0, 0.0, 0.0], [0.1, 0.0, 0.0], [0.0, 0.0, 0.0], [0.0, 0.0, 0.0], [0.0, 0.0, 0.0], [0.0, -0.1, 0.0], [0.0, 0.0, 0.0], [0.1, 0.1, -0.1], [0.0, 0.0, 0.0], [0.0, 0.0, 0.0], [0.0, 0.0, 0.0], [0.0, 0.0, 0.0], [0.2, 0.0, -0.1], [0.0, 0.0, 0.0], [0.0, 0.0, 0.0], [0.1, 0.0, -0.2], [0.0, 0.0, 0.0], [0.0, 0.0, 0.0]],
  "mulliken_spin": [0.001, 0.000, -0.068, 0.001, 0.114, 0.000, 0.001, 0.002, 0.000, 0.000, 0.034, 0.129, 0.098, 0.007, 0.001, -0.005, 0.002, 0.000, 0.003, 0.024, -0.015, 0.000, 0.003, 0.000, 0.000, 0.172, 0.000, 0.000, 2.192, 0.013, 0.012, 0.029, -0.004, -0.006, 0.140, 0.000, 0.000, 0.000, 0.046, 0.027, -0.001, 0.008, 0.239, 0.000, 0.750, 0.000, 0.000, -0.001, 0.004, 0.047, 0.012, 0.002, -0.002, 0.687, -0.006, 0.068, -0.001, 0.003, 0.003, 0.000, 0.000, 0.000, 0.016, 0.008, 0.004, 0.000, 0.000, 0.022, 0.000, 0.000, 0.000, 0.086, 0.000, 0.040, 0.124, 0.006, 0.001, -0.058, 0.054, 0.001, 0.000, -0.071, 0.004, -0.002],
  "lumo_ev": [-0.40, -3.20],
  "gap_ev": [6.88, 4.60],
  "s2": 8.79,
  "multiplicity": 6,
  "de_lowest_kj_mol": 66.8,
  "fmax_ev_per_a": 0.74
}